The following is a quantum chemistry calculation of an isolated ion of composition C6H9N2 and charge +1 at a distorted geometry, from the Open Molecules 2025 dataset.

The geometry in XYZ format:
```
17
Properties=species:S:1:pos:R:3:forces:R:3
C -2.023 -0.149 -1.438 -0.9 -1.3 2.0
C -0.890 -0.131 -0.760 0.6 -0.4 4.0
N -0.858 -0.764 0.805 1.1 1.9 -4.4
C 0.390 -0.523 1.179 -1.1 -0.3 1.4
C 0.976 -0.893 2.510 -1.4 -2.4 -2.0
N 1.126 0.194 0.325 0.9 1.3 -1.3
C 0.480 0.531 -0.755 -1.5 -2.1 1.2
C 0.993 1.442 -1.731 0.9 1.8 -3.6
H -2.948 -0.635 -0.909 1.7 1.0 -1.6
H -2.014 0.238 -2.426 -0.5 0.3 -0.7
H -1.681 -1.247 1.160 0.7 0.0 0.4
H 1.410 -0.115 3.078 0.5 0.8 0.3
H 1.641 -1.768 2.328 0.1 0.9 0.2
H 0.107 -1.347 2.935 -0.3 -0.2 1.5
H 1.151 0.947 -2.795 0.1 0.5 2.2
H 1.926 2.044 -1.432 -1.4 -1.3 -0.3
H 0.212 2.176 -2.072 0.5 -0.5 0.8
```
Forces are in eV/Å.

Results
E = -9339.515 eV
Charge = +1
Multiplicity = 1
Energy above the lowest of the compared OMol25 structures with the same formula, charge and spin = 63.1 kcal/mol
Frontier orbital gap = 9.69 eV
Structure (SMILES) = C=C1[NH+]=C(C)N=C1C
Max |F| = 0.0959 Eh/bohr

From a Mulliken analysis of the wavefunction, the atomic charges in e read: C -0.7111; C 0.4404; N -0.1596; C 0.4477; C -0.9959; N -0.4912; C 0.8830; C -1.1291; H 0.2322; H 0.3120; H 0.2207; H 0.3398; H 0.3039; H 0.3360; H 0.3130; H 0.3110; H 0.3473



The following is a quantum chemistry calculation of a 6-piece molecular cluster, C13H27B3NO28PS7 overall at a distorted geometry, from the Open Molecules 2025 dataset.

The geometry in XYZ format:
```
80
Properties=species:S:1:pos:R:3:forces:R:3
O -2.914 3.845 -0.310 7.8 -2.2 -8.0
C -2.008 3.484 -1.259 -3.9 -3.5 1.9
N -1.356 2.713 -2.223 -3.0 3.8 6.9
B -0.657 1.519 -1.570 1.5 -1.6 0.9
O -1.383 0.282 -1.109 2.0 2.9 2.1
B -0.948 -0.050 0.279 2.7 -0.1 -2.5
O 0.534 -0.130 0.531 -2.5 4.0 -1.0
B 0.994 1.245 0.123 -1.0 -3.4 -2.6
P 1.678 2.506 1.404 1.0 1.8 0.8
S 3.402 3.274 0.832 -0.3 -0.5 0.0
O 0.831 1.539 -1.341 -3.5 0.2 3.1
H -1.667 -0.205 1.197 -0.3 -0.3 -0.2
H 1.739 1.959 2.763 -0.5 0.1 -1.2
H 0.693 3.593 1.491 0.3 -1.2 0.1
C 3.718 7.854 4.378 0.5 -0.2 0.5
C 4.728 7.341 3.356 0.1 0.7 0.0
O 4.080 6.252 2.703 -1.2 -0.1 0.4
S 2.476 6.547 2.647 0.1 0.0 -0.6
O 2.165 7.102 1.348 0.0 -0.9 1.8
O 1.782 5.409 3.204 0.6 1.3 -0.9
O 2.446 7.759 3.738 0.1 -0.6 -0.9
H 3.699 7.217 5.268 0.1 0.1 -0.1
H 3.919 8.887 4.675 -0.2 -0.1 -0.2
H 5.661 7.012 3.821 -0.3 -0.2 -0.1
H 4.948 8.104 2.602 0.0 0.0 0.1
C -0.083 -3.851 -0.252 0.0 -0.1 -0.7
C -1.548 -3.918 -0.676 0.0 0.3 0.1
O -1.923 -5.284 -0.512 0.8 0.4 -0.6
S -1.084 -5.917 0.735 -1.1 -0.9 -1.4
O -1.923 -5.873 1.912 -2.4 -1.8 -16.2
O -0.429 -7.122 0.281 -0.5 1.1 0.8
O 0.032 -4.735 0.861 -1.6 -1.5 -3.7
H 0.574 -4.218 -1.048 -0.1 0.1 0.0
H 0.219 -2.840 0.031 0.0 -0.2 0.2
H -1.698 -3.598 -1.710 0.0 -0.2 0.1
H -2.178 -3.314 -0.013 0.0 0.1 0.0
C -1.009 0.804 -5.631 0.3 0.5 0.5
C -2.202 1.564 -5.058 0.0 -0.6 0.4
O -2.741 2.295 -6.157 0.5 -0.3 -1.2
S -2.504 1.444 -7.528 -0.5 -0.1 0.1
O -3.719 0.716 -7.822 1.8 1.0 0.0
O -1.845 2.298 -8.488 -1.0 -1.0 0.9
O -1.411 0.389 -6.935 -0.9 0.5 -0.4
H -0.138 1.459 -5.735 -0.1 -0.1 0.1
H -0.740 -0.063 -5.021 -0.1 0.0 -0.3
H -1.917 2.239 -4.248 -0.2 0.0 -0.5
H -2.974 0.874 -4.701 0.1 0.0 0.0
C 0.714 1.248 -10.438 -0.5 0.3 -0.5
C -0.067 -0.022 -10.765 -0.4 0.3 0.6
O 0.903 -0.937 -11.270 1.1 0.4 0.1
S 2.331 -0.655 -10.535 0.3 -0.2 0.0
O 2.471 -1.596 -9.446 0.1 1.2 -1.4
O 3.340 -0.472 -11.553 -1.2 -0.5 1.4
O 1.960 0.802 -9.905 0.2 -1.2 -0.1
H 0.919 1.829 -11.343 -0.1 -0.1 0.0
H 0.193 1.878 -9.712 0.2 -0.2 0.0
H -0.854 0.152 -11.502 0.3 -0.2 0.0
H -0.505 -0.459 -9.861 0.0 0.1 -0.1
C 1.157 -5.675 5.619 0.3 0.4 0.4
C -0.036 -4.915 6.191 -0.1 -0.6 0.4
O -0.575 -4.183 5.093 0.7 0.6 -0.2
S -0.338 -5.035 3.722 -0.5 -0.4 1.9
O -1.553 -5.762 3.427 6.0 2.7 15.2
O 0.321 -4.181 2.761 -0.9 -0.3 4.7
O 0.755 -6.089 4.315 -0.6 0.4 -0.4
H 2.028 -5.020 5.514 -0.1 0.0 0.1
H 1.426 -6.541 6.229 -0.1 0.0 -0.3
H 0.250 -4.239 7.001 -0.1 0.1 -0.3
H -0.808 -5.605 6.548 0.1 0.0 0.0
C -3.037 -1.498 8.066 -0.4 0.4 -0.4
C -2.036 -1.147 6.967 -0.2 -0.7 -0.2
O -1.024 -0.380 7.616 -0.1 0.0 1.1
S -0.867 -0.902 9.153 0.3 0.2 0.3
O 0.242 -1.829 9.204 -1.4 1.2 0.2
O -0.984 0.235 10.036 0.5 -1.5 -1.2
O -2.251 -1.761 9.227 1.1 0.3 -0.2
H -3.695 -0.651 8.285 0.0 -0.1 -0.1
H -3.642 -2.371 7.809 0.2 0.0 0.2
H -2.493 -0.575 6.156 0.2 0.1 0.2
H -1.568 -2.048 6.558 -0.1 0.0 -0.1
```
Forces are in eV/Å.

Results
E = -159893.005 eV
Multiplicity = 1
Frontier orbital gap = 6.10 eV
Max |F| = 0.3220 Eh/bohr

From a Mulliken analysis of the wavefunction, the atomic charges in e read: O -0.4423; C 0.5679; N -0.4173; B 0.3733; O -0.2979; B 0.5689; O -0.3043; B 0.3494; P -0.0306; S -0.3987; O -0.2214; H -0.0769; H 0.1056; H 0.0664; C -0.3539; C -0.3330; O -0.2180; S 1.0864; O -0.5532; O -0.5130; O -0.3026; H 0.2787; H 0.3026; H 0.3033; H 0.2919; C -0.1017; C -0.3171; O -0.3635; S 1.1611; O -0.4822; O -0.6301; O -0.2973; H 0.2316; H 0.0864; H 0.3559; H 0.2919; C -0.3645; C -0.0810; O -0.3308; S 1.1201; O -0.5626; O -0.5396; O -0.3214; H 0.3769; H 0.3036; H 0.2062; H 0.3107; C -0.2012; C -0.2194; O -0.3331; S 1.0833; O -0.5289; O -0.5311; O -0.3216; H 0.3094; H 0.2119; H 0.3171; H 0.2262; C -0.4294; C -0.3104; O -0.2337; S 1.1058; O -0.4673; O -0.4908; O -0.3151; H 0.2991; H 0.3262; H 0.3083; H 0.2827; C -0.3670; C 0.0443; O -0.2947; S 1.0837; O -0.5279; O -0.5258; O -0.3073; H 0.3121; H 0.3211; H 0.3166; H -0.0271



The following is a quantum chemistry calculation of C40H48CaN3O4P2S2 as an isolated structure, from the Open Molecules 2025 dataset.

The geometry in XYZ format:
```
100
Properties=species:S:1:pos:R:3:forces:R:3
Ca -0.117 0.135 -0.128 -0.2 0.2 0.4
O -0.698 -0.172 3.557 0.0 0.1 0.2
C -1.493 -0.480 2.673 -0.2 0.1 -0.4
O -1.220 -0.983 1.533 0.2 -0.1 0.1
C -2.979 -0.212 2.882 0.1 0.1 0.1
C -3.472 -0.290 4.178 -0.1 0.0 0.1
C -4.817 -0.089 4.444 0.1 0.0 0.0
C -5.681 0.217 3.403 0.0 0.0 -0.1
C -5.189 0.326 2.112 -0.2 0.0 0.0
C -3.841 0.120 1.830 0.1 -0.1 -0.2
P -3.220 0.224 0.088 -0.1 -0.2 0.0
C -4.015 -1.282 -0.612 -0.1 0.2 0.1
C -5.343 -1.297 -1.034 -0.1 0.1 0.0
C -5.927 -2.463 -1.500 0.1 -0.1 0.0
C -5.189 -3.639 -1.534 0.0 0.1 0.0
C -3.870 -3.634 -1.109 0.0 0.0 0.0
C -3.281 -2.461 -0.657 0.1 -0.1 0.0
C -4.200 1.577 -0.668 0.1 0.0 0.1
C -4.702 2.653 0.058 0.0 0.1 0.0
C -5.217 3.772 -0.588 0.0 0.0 0.0
C -5.231 3.833 -1.971 0.0 0.0 0.0
C -4.717 2.772 -2.707 0.0 0.0 0.0
C -4.200 1.661 -2.063 0.0 0.0 -0.1
H -2.771 -0.511 4.972 0.0 0.0 0.0
H -5.190 -0.172 5.457 0.0 0.0 0.0
H -6.736 0.372 3.592 0.0 0.0 0.0
H -5.874 0.565 1.307 0.0 0.0 0.0
H -5.934 -0.388 -1.005 0.0 0.0 0.0
H -6.958 -2.453 -1.831 0.0 0.0 0.0
H -5.641 -4.556 -1.890 0.0 0.0 0.0
H -3.281 -4.538 -1.135 0.0 -0.1 0.0
H -2.251 -2.482 -0.321 0.0 0.0 0.0
H -4.696 2.627 1.141 0.0 0.0 0.0
H -5.603 4.595 -0.001 0.0 0.0 0.0
H -5.631 4.703 -2.475 0.0 0.0 0.0
H -4.706 2.812 -3.788 0.0 0.0 0.0
H -3.775 0.857 -2.655 0.0 0.0 0.0
N 1.426 -1.781 -0.528 0.1 0.1 -0.2
C 0.679 -2.816 -1.142 0.1 0.1 0.1
C 0.533 -4.016 -0.453 -0.1 -0.1 -0.1
C -0.182 -5.068 -1.000 0.0 0.0 0.0
C -0.765 -4.922 -2.250 0.0 0.0 0.0
C -0.636 -3.715 -2.919 0.0 0.0 -0.1
C 0.077 -2.635 -2.398 0.0 -0.1 0.0
C 0.166 -1.369 -3.194 0.0 -0.1 0.2
C 0.425 -1.499 -4.560 0.0 0.0 0.0
C 0.445 -0.383 -5.381 0.0 0.0 -0.1
C 0.211 0.866 -4.827 0.0 0.0 0.0
C -0.023 0.972 -3.459 0.0 0.0 -0.1
C -0.054 -0.119 -2.576 0.0 0.0 -0.2
H 2.068 -2.106 0.186 0.0 0.0 0.0
H 1.973 -1.239 -1.191 0.1 -0.1 -0.1
H 1.001 -4.120 0.519 0.0 0.0 0.0
H -0.276 -5.996 -0.449 0.0 0.0 0.0
H -1.331 -5.731 -2.694 0.0 0.0 0.0
H -1.120 -3.578 -3.879 0.0 0.0 0.0
H 0.625 -2.477 -4.983 0.0 0.0 0.0
H 0.654 -0.488 -6.439 0.0 0.0 0.0
H 0.231 1.751 -5.453 0.0 0.0 0.0
H -0.175 1.981 -3.076 0.0 0.0 0.0
N -0.891 2.625 -0.374 -0.1 -0.1 0.0
C 0.095 3.715 -0.347 0.0 0.0 -0.1
C 0.788 3.803 1.005 0.0 0.2 0.1
C 1.789 2.702 1.323 0.0 -0.1 0.0
N 1.164 1.395 1.583 0.2 0.0 0.2
H -1.392 2.602 -1.259 0.1 0.0 0.0
H -1.605 2.807 0.329 0.0 0.0 0.0
H -0.377 4.679 -0.578 0.1 0.0 0.0
H 0.832 3.520 -1.131 0.0 0.0 0.0
H 0.029 3.868 1.795 0.0 0.0 0.0
H 1.327 4.754 1.039 0.0 0.0 0.0
H 2.409 3.011 2.173 -0.1 0.1 0.0
H 2.480 2.568 0.487 0.0 0.0 0.0
H 0.631 1.399 2.454 -0.1 0.0 -0.1
H 1.929 0.744 1.763 0.0 -0.1 -0.1
C 7.147 -3.428 0.507 0.0 -0.1 0.0
C 5.974 -2.587 0.050 0.0 0.1 0.1
C 5.229 -3.167 -1.134 0.0 -0.1 -0.1
O 6.490 -1.300 -0.338 0.0 -0.1 0.0
P 5.934 0.025 0.387 -0.3 0.1 -0.1
S 6.827 1.570 -0.366 0.2 0.2 0.0
S 3.932 0.008 0.325 -0.1 -0.1 0.1
O 6.431 -0.354 1.880 0.0 0.0 0.2
C 6.077 0.263 3.134 0.2 -0.1 -0.1
C 4.954 -0.523 3.782 0.0 0.0 0.1
C 5.787 1.748 3.037 0.0 0.0 0.1
H 6.812 -4.422 0.811 0.0 0.0 0.0
H 7.641 -2.949 1.351 0.0 0.0 0.0
H 7.873 -3.541 -0.299 0.0 0.0 0.0
H 5.276 -2.448 0.883 0.0 0.0 -0.1
H 5.897 -3.268 -1.991 0.0 0.0 0.0
H 4.409 -2.509 -1.413 0.0 0.0 0.0
H 4.825 -4.154 -0.895 0.0 0.0 0.0
H 6.987 0.136 3.731 -0.1 0.0 0.0
H 4.040 -0.435 3.198 0.0 0.0 0.0
H 4.769 -0.152 4.793 0.0 0.0 0.0
H 5.217 -1.578 3.851 0.0 0.0 0.0
H 4.893 1.939 2.446 -0.1 0.0 -0.1
H 6.613 2.286 2.576 0.0 0.0 0.0
H 5.629 2.131 4.049 0.0 0.0 0.0
```
Forces are in eV/Å.

Results
E = -113615.722 eV
Charge = -1
Multiplicity = 1
Energy above the lowest of the compared OMol25 structures with the same formula, charge and spin = 15.4 kcal/mol
Frontier orbital gap = 6.78 eV
Max |F| = 0.0098 Eh/bohr

Mulliken atomic charge list, values in e, 99 entries: Ca 2.0112; O -0.8027; C -0.2737; O -0.4739; C 0.1140; C -0.4961; C -0.6651; C -0.7932; C -0.0572; C 0.2943; P 1.8456; C 0.2713; C -0.2313; C -0.7735; C -0.6399; C -0.5491; C -0.1125; C 0.0094; C -0.4478; C -0.7551; C -0.5448; C -0.6795; C -0.7310; H 0.5134; H 0.3941; H 0.4246; H 0.3532; H 0.2704; H 0.4086; H 0.3823; H 0.4467; H 0.2750; H 0.4814; H 0.4259; H 0.3785; H 0.4177; H 0.4907; N 0.0244; C 0.0237; C -0.8743; C -0.4927; C -1.0170; C -0.4381; C 0.5914; C 0.1310; C -0.6349; C -0.7569; C -0.7742; C -0.3092; C 0.3290; H -0.0183; H 0.2626; H 0.4431; H 0.3911; H 0.3966; H 0.5232; H 0.4763; H 0.3616; H 0.4133; H 0.0927; N -0.2146; C -0.8719; C -0.7657; C -0.6164; N -0.4310; H 0.1020; H 0.0785; H 0.4372; H 0.4455; H 0.3221; H 0.3738; H 0.3645; H 0.4259; H 0.1689; H -0.1984; C -1.5984; C 1.0315; C -1.2682; O -0.4223; P 0.3275; S -0.5442; S -0.3975; O -0.3960; C 0.4997; C -0.9882; C -1.1373; H 0.3765; H 0.3525; H 0.3206; H 0.2678; H 0.3738; H 0.1163; H 0.3684; H 0.1516; H -0.0079; H 0.4727; H 0.2897; H 0.0533; H 0.3401